The following is a DFT calculation (the ωB97M-V functional and the def2-TZVPD basis) of a structure of composition C23H29DyF5NO2P2S.

The geometry in XYZ format:
```
64
Properties=species:S:1:pos:R:3:forces:R:3
C -0.744 3.752 -2.222 0.77 1.30 0.15
C -0.971 2.461 -1.656 -0.67 -1.26 0.25
N -0.138 2.042 -0.616 0.77 -0.43 -0.43
C 0.905 2.835 -0.260 -0.16 1.15 0.50
C 1.036 4.155 -0.682 0.67 -1.09 0.81
C 0.202 4.623 -1.696 -1.43 -0.81 -0.81
C -2.032 1.650 -2.119 0.67 0.77 -0.42
P -2.581 0.106 -1.422 -0.37 1.20 -0.80
Dy -0.407 -0.146 0.436 -0.72 -0.46 0.51
P 2.415 0.623 0.706 -1.23 0.20 0.97
C 1.852 2.345 0.841 -0.01 0.37 -0.23
C -0.077 -2.581 -0.189 -0.36 2.94 -0.41
C -1.149 -3.269 0.336 -0.15 -1.52 0.37
C -1.068 -4.668 0.478 -0.29 0.30 0.00
C 0.054 -5.371 0.057 -0.17 0.66 0.05
C 1.067 -4.660 -0.567 0.39 0.49 -0.44
C 0.986 -3.266 -0.748 0.18 -1.36 0.44
O -0.902 2.014 -5.806 -0.14 -1.31 -0.13
O 0.509 -2.891 -5.204 -0.26 0.41 1.36
H -1.365 4.050 -3.061 0.04 -0.01 0.16
H 1.749 4.795 -0.177 0.12 -0.09 -0.25
H 0.292 5.653 -2.043 -0.06 -0.36 -0.08
C -4.236 0.561 -0.734 -0.34 -0.26 0.31
C -3.082 -0.930 -2.876 0.16 -0.50 0.05
H 2.777 2.928 0.855 -0.33 0.48 0.12
H 1.330 2.454 1.799 0.17 -0.02 0.05
H -1.354 1.142 -5.738 0.21 0.99 0.09
H -2.553 2.105 -2.984 0.04 -0.51 0.61
C 2.994 0.195 2.323 1.14 0.15 0.67
C 3.879 0.742 -0.369 0.16 -0.26 -0.07
H -2.079 -2.760 0.638 0.40 -0.15 0.15
H -1.872 -5.219 0.934 -0.34 -0.09 0.10
H 0.127 -6.442 0.195 0.00 0.06 0.02
H 1.940 -5.195 -0.905 0.18 -0.10 -0.23
H 1.759 -2.746 -1.318 0.05 -0.11 0.30
H 1.068 -0.269 -1.008 0.13 -0.56 -2.26
H -0.287 -3.118 -4.664 1.02 0.25 -0.58
H 1.096 -2.401 -4.578 -0.78 -0.66 -0.72
H -0.043 1.739 -6.155 -0.07 0.34 0.06
H 1.810 -0.243 -0.994 -0.75 -0.42 -0.87
H -4.968 0.658 -1.552 0.29 0.10 0.24
H -4.634 -0.169 -0.012 0.19 0.09 -0.25
H -4.138 1.524 -0.213 0.02 -0.29 -0.21
H -3.907 -0.496 -3.468 0.40 0.08 0.40
H -2.215 -1.083 -3.540 -0.28 0.08 0.32
H -3.414 -1.921 -2.518 0.13 0.34 -0.13
H 4.653 1.256 0.213 -0.01 -0.08 -0.24
H 4.237 -0.259 -0.656 -0.05 0.32 0.13
H 3.669 1.311 -1.286 -0.07 -0.12 0.32
H 3.940 0.728 2.469 0.00 -0.24 0.60
H 2.262 0.490 3.083 0.12 -0.05 -0.12
H 3.145 -0.890 2.369 0.08 0.28 0.10
F 1.113 -0.179 7.145 -0.23 0.02 -0.67
C 0.550 -0.023 5.935 -0.16 0.01 -0.07
C 0.421 1.255 5.384 0.31 0.29 0.36
F 0.895 2.325 6.062 -0.18 -0.68 -0.46
C -0.212 1.421 4.164 -0.31 0.11 -0.63
F -0.235 2.655 3.585 -0.18 -0.78 0.84
C -0.872 0.359 3.495 0.89 -0.27 0.95
S -2.186 0.717 2.395 0.58 -0.53 -0.97
C -0.530 -0.935 3.979 -0.30 -0.13 -0.63
F -0.829 -2.043 3.222 -0.10 1.11 0.89
C 0.095 -1.128 5.206 0.29 -0.20 0.46
F 0.253 -2.366 5.734 -0.04 0.83 -0.56
```
Forces are in eV/Å.

Values from the calculation:
Multiplicity   6
LUMO energy (spin up / spin down)   -0.3377 / -0.2538 eV
Energy above the lowest of the compared OMol25 structures with the same formula, charge and spin   165.99 kJ/mol

Atom charges from the Löwdin analysis, given in e for atoms 1 to 8: -0.0407 -0.3660 -0.0682 -0.3458 -0.0772 -0.0701 -0.3212 0.7397

---

The following is a DFT calculation (the ωB97M-V functional and the def2-TZVPD basis) of a cluster of 3 separate species, C23H29F17N2O5 in total.

The geometry in XYZ format:
```
76
Properties=species:S:1:pos:R:3:forces:R:3
C 4.185 -2.669 2.214 -0.39 0.24 0.32
C 2.958 -2.225 3.208 0.84 0.26 0.76
O 1.644 -2.532 2.613 0.20 0.44 1.63
C 0.579 -2.611 3.625 -0.01 -0.48 1.12
C 0.320 -1.236 4.477 -0.57 -0.26 1.19
O -0.606 -0.275 3.829 2.50 0.38 -0.72
C 0.184 0.639 2.937 -1.06 -1.05 -0.17
C 0.485 2.096 3.625 -0.40 0.41 1.30
C 0.405 2.063 5.294 1.94 -4.38 7.92
N 0.557 1.670 6.540 -1.63 3.98 -11.69
C 1.941 2.754 3.258 0.11 2.25 0.04
F 2.867 2.533 4.416 -1.75 0.07 -3.29
C 2.588 2.268 1.833 2.66 -6.83 -6.05
N 3.011 1.552 0.811 -3.94 7.03 9.59
C 1.758 4.413 3.149 0.51 -0.06 1.46
C 3.086 5.169 2.554 -0.12 0.55 0.47
C 3.030 5.523 0.955 0.84 1.65 0.38
O 1.751 5.242 0.291 2.46 -1.10 -0.25
C 1.876 4.280 -0.811 -1.48 -1.51 -0.73
H 4.476 -1.729 1.575 -0.46 -2.00 1.09
H 3.863 -3.566 1.503 0.72 1.98 1.67
H 5.104 -2.976 2.904 -1.97 0.63 -1.66
H 3.067 -1.061 3.446 -0.30 -2.37 -0.63
H 3.090 -2.755 4.269 -0.49 0.85 -2.26
H 0.915 -3.451 4.402 -0.70 1.79 -1.36
H -0.440 -3.010 3.151 2.40 1.19 0.69
H 1.284 -0.645 4.780 -1.58 -1.42 -0.63
H -0.207 -1.545 5.502 1.06 0.64 -2.32
H -0.519 0.842 2.002 1.73 -0.41 1.95
H 1.132 0.027 2.627 -1.59 1.69 0.39
H -0.367 2.861 3.300 2.02 -1.70 0.64
H 1.660 4.768 4.285 0.17 -0.97 -2.38
H 0.742 4.723 2.641 2.31 -0.84 0.60
H 3.187 6.189 3.166 -0.26 -2.24 -1.41
H 4.088 4.578 2.775 -2.27 0.97 -0.33
H 3.193 6.704 0.874 -0.33 -2.51 0.12
H 3.973 5.040 0.459 -2.07 0.64 0.58
H 1.617 4.770 -1.852 0.77 -0.70 2.14
H 2.883 3.688 -0.853 -1.78 1.44 0.18
H 1.027 3.461 -0.632 1.91 1.75 -0.45
C -3.580 0.726 -2.904 -0.86 -0.60 0.09
C -2.819 1.520 -3.977 -0.81 0.63 0.35
C -1.318 1.255 -4.031 0.93 0.12 -0.60
F -0.692 1.551 -2.870 0.02 -0.04 -0.62
F -0.731 2.025 -4.991 -0.38 -0.07 0.06
F -3.085 2.845 -3.822 0.31 -0.30 -0.09
F -3.355 1.176 -5.192 0.47 -0.26 0.24
O -3.826 1.405 -1.669 1.91 0.39 0.65
C -2.747 1.385 -0.735 -1.37 -1.66 -1.02
C -2.140 2.773 -0.487 0.12 0.91 -0.18
F -1.713 3.351 -1.637 -0.40 -0.15 0.55
F -1.059 2.694 0.333 -0.21 -0.40 0.11
F -1.830 0.472 -1.139 -0.18 0.45 0.90
F -3.268 0.900 0.424 0.35 0.68 -0.22
H -4.581 0.539 -3.311 0.19 0.28 0.03
H -3.158 -0.273 -2.745 0.08 0.72 0.08
H -1.114 0.212 -4.280 -0.17 -0.09 0.06
H -2.874 3.441 -0.027 -0.08 -0.23 -0.01
C -2.669 -5.538 -4.289 -0.35 -0.98 -0.34
C -3.289 -4.176 -3.938 -0.41 -0.68 0.86
C -2.454 -2.965 -4.342 0.21 0.70 -0.24
F -1.235 -2.953 -3.760 -0.57 0.41 -0.28
F -3.072 -1.811 -3.964 -0.17 -0.49 -0.18
F -3.590 -4.153 -2.612 0.19 0.24 -0.42
F -4.493 -4.100 -4.591 0.56 0.22 -0.21
O -1.949 -6.194 -3.241 1.31 1.39 0.12
C -0.597 -5.768 -3.070 -0.95 -1.07 -1.53
C -0.358 -5.050 -1.735 0.18 0.48 0.90
F -1.177 -3.980 -1.582 0.13 -0.57 0.03
F 0.914 -4.579 -1.654 -0.26 -0.38 -0.40
F -0.229 -5.026 -4.142 0.48 -0.47 0.63
F 0.158 -6.898 -3.122 -0.24 0.62 0.49
H -3.507 -6.213 -4.501 0.06 0.23 0.27
H -2.098 -5.510 -5.224 -0.02 0.25 0.30
H -2.323 -2.925 -5.425 -0.07 -0.14 -0.05
H -0.529 -5.727 -0.893 -0.02 -0.13 -0.22
```
Forces are in eV/Å.

Values from the calculation:
SMILES   CCOCCOC[C@@H](C#N)[C@@](F)(C#N)CCCOC.FC(F)C(F)(F)COC(F)(F)C(F)F.FC(F)C(F)(F)COC(F)(F)C(F)F
LUMO energy   0.1696 eV

Atom charges from the Löwdin analysis, given in e for atoms 1 to 8: -0.0982 -0.2698 -0.2307 -0.1679 -0.1800 -0.2119 -0.1260 -0.1393

---

The following is a DFT calculation (the ωB97M-V functional and the def2-TZVPD basis) of a structure of composition C23H29N4O11Zr.

The geometry in XYZ format:
```
68
Properties=species:S:1:pos:R:3:forces:R:3
Zr -0.991 -0.734 0.102 0.15 0.26 0.32
O 2.065 -3.437 0.149 -0.06 -0.16 0.01
C 1.224 -2.713 0.632 -0.07 0.27 0.11
O 0.018 -2.513 0.174 0.07 -0.22 -0.26
C 1.485 -1.903 1.906 0.03 0.05 -0.01
N 1.327 -0.462 1.615 0.05 -0.02 -0.04
C 1.036 0.302 2.827 0.02 0.02 -0.02
C 0.282 1.580 2.509 -0.05 0.02 -0.02
N -1.024 1.418 1.840 -0.03 0.02 0.01
C -1.446 2.753 1.338 0.00 -0.01 0.03
C -1.973 2.755 -0.082 -0.01 -0.01 -0.04
N -1.002 2.293 -1.065 0.04 0.03 0.01
C 0.069 3.261 -1.335 -0.05 0.00 -0.01
C 1.374 3.205 -0.520 0.03 -0.03 -0.01
N 2.016 1.923 -0.534 -0.05 -0.03 0.05
C 2.812 1.438 0.557 0.02 0.04 0.05
C 2.589 -0.024 0.973 0.01 -0.06 0.04
C 2.239 1.298 -1.805 -0.01 0.08 -0.12
C 1.198 0.217 -2.131 0.04 0.08 0.27
O 1.013 -0.159 -3.270 -0.02 0.05 -0.05
O 0.643 -0.211 -1.049 -0.03 -0.41 -0.28
C -1.701 1.967 -2.311 -0.02 0.04 -0.04
C -2.551 0.698 -2.210 0.11 0.01 0.05
O -3.701 0.695 -2.608 0.00 -0.03 -0.03
O -1.906 -0.313 -1.728 -0.10 0.07 -0.09
C -2.011 0.949 2.831 -0.02 0.05 0.00
C -1.901 -0.541 3.112 0.09 -0.14 -0.01
O -2.327 -0.987 4.164 -0.01 0.06 0.02
O -1.324 -1.220 2.182 -0.10 0.04 0.06
H 2.482 -2.131 2.296 0.00 0.01 0.00
H 0.722 -2.186 2.629 0.02 -0.03 0.00
H 1.966 0.586 3.347 0.00 0.00 -0.01
H 0.477 -0.324 3.517 -0.01 0.01 0.01
H 0.890 2.177 1.846 0.01 0.00 -0.01
H 0.149 2.155 3.438 0.00 -0.01 0.01
H -0.606 3.443 1.413 0.01 0.01 -0.01
H -2.222 3.160 1.994 0.00 0.01 -0.01
H -2.311 3.780 -0.319 -0.02 0.00 0.02
H -2.847 2.105 -0.136 0.00 -0.01 0.01
H -0.317 4.293 -1.265 0.01 0.00 0.03
H 0.355 3.126 -2.378 0.01 0.01 -0.01
H 1.211 3.503 0.515 -0.01 0.02 0.01
H 2.005 4.007 -0.957 0.00 -0.02 -0.02
H 2.712 2.109 1.412 0.00 -0.01 0.00
H 3.887 1.471 0.299 0.00 0.00 -0.01
H 3.411 -0.257 1.671 0.00 0.01 0.00
H 2.736 -0.661 0.101 0.00 0.01 0.00
H 3.220 0.805 -1.815 -0.02 0.00 0.00
H 2.259 2.026 -2.621 0.01 0.01 0.00
H -0.956 1.763 -3.083 -0.02 -0.02 -0.01
H -2.346 2.791 -2.648 0.02 0.01 0.01
H -3.013 1.121 2.443 0.00 0.00 0.00
H -1.901 1.496 3.775 -0.01 0.01 0.00
O -4.821 -3.731 1.029 -0.04 0.03 -0.01
C -5.623 -2.720 0.613 0.02 -0.03 0.04
C -7.006 -2.875 0.554 0.01 0.01 0.00
C -7.813 -1.830 0.139 -0.01 0.01 -0.01
C -7.254 -0.611 -0.218 0.01 -0.04 0.01
C -5.880 -0.455 -0.144 0.02 0.02 -0.03
C -5.052 -1.494 0.267 -0.03 0.01 -0.02
C -3.584 -1.244 0.286 0.01 0.05 -0.02
O -2.751 -2.147 0.046 0.06 -0.09 -0.04
O -3.172 -0.061 0.516 -0.10 -0.07 0.08
H -5.374 -4.480 1.276 0.02 -0.01 0.01
H -7.443 -3.828 0.835 0.00 0.00 0.00
H -8.886 -1.975 0.091 0.00 0.00 0.00
H -7.879 0.204 -0.559 0.00 0.00 0.00
H -5.409 0.473 -0.440 -0.01 0.00 0.00
```
Forces are in eV/Å.

Values from the calculation:
Charge   -1
LUMO energy   2.4836 eV
Energy above the lowest of the compared OMol25 structures with the same formula, charge and spin   11.71 kJ/mol

Atom charges from the Löwdin analysis, given in e for atoms 1 to 8: 2.0412 0.0744 -0.5989 -0.1767 -0.1025 -0.1751 -0.1566 -0.1619

---

Number 1: total energy -96986.598 eV, strongest force on any atom 3.0 eV Å⁻¹. Number 2: total energy -83724.569 eV, strongest force on any atom 12.5 eV Å⁻¹. Number 3: total energy -54094.741 eV, strongest force on any atom 0.5 eV Å⁻¹.